DFT (ωB97M-V with the def2-TZVPD basis set) results for C32H52FeN3OP2S as an isolated structure.

Structure (XYZ):
```
92
Properties=species:S:1:pos:R:3:forces:R:3
Fe 0.5391 0.1784 -0.2667 -0.06 -0.16 0.32
C -2.7460 -2.5464 -0.9652 0.14 -0.09 0.05
C -1.9493 -2.7230 0.3208 0.13 0.37 -0.02
C -2.6706 -2.0958 1.5073 0.05 -0.06 0.05
P -0.2452 -1.9695 0.1604 -0.28 -1.78 -0.20
C 0.6074 -3.1673 -1.0327 -0.03 0.38 0.16
C 2.0802 -2.7677 -1.1451 -0.18 0.29 -0.08
C 0.5055 -4.6763 -0.8189 -0.17 0.17 -0.05
C 0.4181 -2.3516 1.8149 0.01 0.47 -0.16
C 0.6269 -3.6226 2.3186 0.06 0.12 0.14
C 1.2316 -3.8161 3.5559 0.01 0.07 -0.03
C 1.4241 -5.1853 4.1211 0.07 -0.01 0.03
C 1.7029 -2.6948 4.2439 -0.04 -0.06 -0.07
C 1.4499 -1.4222 3.7929 -0.02 0.11 0.03
C 0.7079 -1.2158 2.6138 0.18 -0.85 0.43
N 0.2828 -0.0194 2.1497 0.00 0.17 -0.69
C -0.0097 1.0492 2.9165 -0.24 0.46 0.53
C -0.1951 1.0191 4.3173 0.02 -0.12 0.07
C -0.5045 2.1619 5.0172 0.02 0.02 -0.01
C -0.7131 3.3799 4.3707 -0.03 -0.12 -0.05
C -1.0988 4.6095 5.1246 -0.05 0.01 0.04
C -0.6312 3.4011 2.9815 0.09 -0.22 -0.01
C -0.2740 2.2795 2.2581 0.20 -0.12 -0.26
P -0.2764 2.2276 0.4373 -0.53 1.50 -0.20
C -2.0280 2.8134 0.1195 0.22 -0.27 0.03
C -2.3087 2.8633 -1.3779 0.06 0.05 0.12
C -2.9773 1.8395 0.8105 0.08 0.10 0.00
C 0.7783 3.6651 -0.1525 0.02 -0.32 0.11
C 0.4562 5.0648 0.3610 -0.08 -0.13 -0.15
C 2.2386 3.3332 0.1525 -0.06 -0.21 -0.24
H -3.7417 -2.9716 -0.8537 -0.09 -0.03 -0.01
H -2.8556 -1.4886 -1.2010 -0.03 0.13 -0.06
H -2.2618 -3.0429 -1.8039 0.00 -0.02 -0.14
H -1.8138 -3.7899 0.5280 0.07 0.09 -0.04
H -2.7505 -1.0181 1.3916 -0.03 0.13 0.01
H -3.6771 -2.5008 1.5944 -0.10 -0.04 0.00
H -2.1441 -2.2959 2.4379 -0.01 0.00 0.10
H 0.1136 -2.9263 -1.9875 0.05 0.06 0.16
H 2.5947 -2.9237 -0.1958 0.05 -0.05 0.03
H 2.5772 -3.3616 -1.9107 0.07 -0.07 -0.04
H 2.1756 -1.7085 -1.4050 0.08 -0.15 -0.08
H 1.2256 -5.0103 -0.0762 0.02 -0.07 0.07
H -0.4908 -5.0017 -0.5271 -0.05 -0.08 0.03
H 0.7451 -5.1772 -1.7565 0.05 -0.07 -0.03
H 0.3070 -4.4837 1.7559 -0.03 -0.12 -0.06
H 0.9286 -5.9379 3.5135 0.00 -0.07 -0.01
H 2.4865 -5.4193 4.1722 0.07 -0.12 0.02
H 1.0315 -5.2392 5.1355 -0.03 -0.05 0.04
H 2.2685 -2.8346 5.1533 0.06 -0.01 0.11
H 1.8527 -0.5714 4.3207 -0.01 0.05 0.08
H -0.1369 0.0790 4.8433 0.03 -0.01 0.04
H -0.6071 2.1127 6.0918 -0.06 -0.03 0.10
H -0.7429 4.5628 6.1494 0.02 0.06 0.11
H -0.6945 5.4995 4.6478 0.00 0.08 0.02
H -2.1856 4.7083 5.1520 -0.03 0.04 0.02
H -0.8754 4.3147 2.4662 -0.01 0.15 -0.07
H -2.1546 3.8110 0.5546 0.08 -0.10 -0.01
H -2.1538 1.8772 -1.8158 0.01 -0.01 -0.08
H -3.3414 3.1624 -1.5561 -0.05 0.04 -0.01
H -1.6560 3.5720 -1.8840 0.03 0.02 -0.13
H -2.7881 0.8288 0.4461 -0.07 -0.06 -0.02
H -2.8361 1.8520 1.8898 -0.07 -0.09 0.07
H -4.0143 2.0944 0.5979 -0.08 0.01 -0.03
H 0.6376 3.6431 -1.2432 -0.03 -0.06 0.15
H 0.8118 5.1907 1.3810 -0.02 0.04 0.09
H 0.9755 5.7952 -0.2580 0.05 0.07 -0.01
H -0.6052 5.2978 0.3173 -0.09 0.08 0.02
H 2.3974 3.2679 1.2287 0.07 0.00 0.09
H 2.5202 2.3758 -0.2919 0.07 0.19 0.00
H 2.8990 4.0998 -0.2477 0.05 0.10 0.00
O 3.1693 -0.0288 1.1586 -0.36 0.15 -0.74
C 2.2724 0.0862 0.4568 0.93 -0.29 1.03
C -0.5406 0.6290 -6.2070 0.02 0.08 -0.26
N -0.4432 -0.0501 -4.9239 0.19 0.01 0.06
C -1.7272 -0.1974 -4.2716 -0.29 -0.12 0.19
C 0.6490 0.1393 -4.1344 0.39 -0.42 0.31
S 0.4447 0.6674 -2.5360 -0.45 0.70 -0.50
N 1.8656 -0.1109 -4.6335 -0.42 0.15 -0.02
C 2.0850 -0.8792 -5.8368 0.00 -0.15 -0.42
C 3.0732 0.2408 -3.9257 0.36 0.28 0.24
H -1.0855 1.5711 -6.0842 0.02 -0.02 0.02
H -1.0892 0.0085 -6.9134 0.03 -0.03 -0.06
H 0.4380 0.8571 -6.6154 0.02 -0.02 0.00
H -2.4094 -0.7104 -4.9467 0.01 -0.01 -0.13
H -2.1592 0.7707 -4.0015 0.00 -0.01 0.02
H -1.6074 -0.7951 -3.3701 -0.12 0.06 -0.07
H 1.1624 -1.3663 -6.1413 0.06 -0.01 -0.03
H 2.8407 -1.6417 -5.6369 -0.04 0.03 0.03
H 2.4543 -0.2457 -6.6486 -0.05 -0.07 0.00
H 2.8544 0.9766 -3.1543 0.05 -0.09 -0.10
H 3.7857 0.6670 -4.6345 0.01 -0.06 0.01
H 3.5229 -0.6405 -3.4606 -0.04 0.01 -0.01
```
Positions in Å, forces in eV/Å.

Values from the calculation:
Spin multiplicity ... 5
Total charge ... +1
E_tot ... -3834.47628 a.u.
Relative energy (zero: lowest compared OMol25 entry of this formula, charge and spin) ... 8.7 kcal per mole
HOMO energy (alpha / beta) ... -9.91 / -9.90 eV
Kohn-Sham gap (alpha / beta) ... 8.314 / 5.797 eV

DFT (ωB97M-V with the def2-TZVPD basis set) results for C32H53AlNO17S as an isolated structure.

Structure (XYZ):
```
105
Properties=species:S:1:pos:R:3:forces:R:3
C 5.9577 -3.9361 0.7721 0.68 0.30 -0.26
O 6.5460 -2.6541 0.5711 -0.14 -0.12 0.26
C 5.7819 -1.5739 1.0654 -0.36 0.62 -0.30
C 4.3598 -1.4104 0.5070 0.11 0.00 0.46
C 3.2210 -2.0455 1.3321 -0.18 -0.90 -0.54
Al 2.1674 -3.3669 0.2339 0.18 0.44 0.14
S 1.8045 -2.5210 -1.8832 0.04 -0.25 -0.13
O 0.4990 -3.7121 1.0424 0.26 0.16 -0.14
N -0.1607 -2.6161 1.2896 0.04 -0.19 -0.17
O -1.3194 -2.8060 1.5552 -0.24 0.09 0.21
H 5.2563 -3.9681 1.5976 -0.26 0.11 0.03
H 6.7642 -4.6121 1.0181 0.20 -0.12 0.03
H 5.5026 -4.2773 -0.1534 -0.42 -0.07 0.00
H 5.7433 -1.5613 2.1613 0.02 -0.30 0.14
H 6.3372 -0.6819 0.7786 0.27 0.02 -0.07
H 4.1659 -0.3442 0.4924 0.09 0.09 -0.17
H 4.3691 -1.7155 -0.5401 0.01 -0.17 -0.13
H 3.6292 -2.5663 2.2000 0.07 -0.10 0.17
H 2.5633 -1.2861 1.7383 -0.09 0.28 0.00
H 2.8826 -4.7795 0.0022 -0.12 -0.05 0.03
H 0.7371 -1.7260 -1.7604 0.02 -0.01 0.20
O -1.0197 -0.4871 -2.5521 -0.16 0.36 -0.02
C -1.6203 0.0611 -1.6738 0.20 -0.48 0.17
O -1.6180 1.4146 -1.5226 -0.25 -0.27 -0.06
C -2.3242 1.7714 -0.3191 -0.08 -0.09 0.31
C -3.2406 0.5919 -0.0288 -0.06 -0.12 0.02
C -2.4256 -0.5802 -0.5686 -0.32 0.45 -0.05
H -1.5960 1.9341 0.4791 -0.07 -0.01 -0.02
H -2.8671 2.6994 -0.4884 0.14 0.08 -0.09
H -3.5013 0.5035 1.0249 0.10 0.03 0.02
H -4.1679 0.6880 -0.5986 0.00 0.03 0.00
H -1.7393 -0.9786 0.1773 0.02 -0.13 0.00
H -3.0449 -1.3811 -0.9617 0.20 -0.18 0.02
O 6.6053 -6.6575 1.9714 -0.09 -0.27 0.05
C 6.9908 -7.4463 1.1644 0.10 0.05 0.28
O 6.1548 -8.2439 0.4513 0.03 -0.01 -0.03
C 6.9090 -9.1513 -0.3631 0.04 -0.05 -0.09
C 8.2751 -8.4996 -0.5319 0.15 0.03 0.05
C 8.4296 -7.7478 0.7882 -0.06 -0.07 -0.52
H 6.9691 -10.1124 0.1544 0.02 0.01 0.01
H 6.3887 -9.2932 -1.3074 -0.13 0.05 0.06
H 9.0702 -9.2152 -0.7354 -0.05 -0.05 0.03
H 8.2439 -7.7874 -1.3574 -0.02 -0.01 0.00
H 8.8690 -8.3705 1.5689 0.02 0.06 0.05
H 8.9973 -6.8275 0.6836 0.00 0.03 0.23
O 3.0962 1.1587 1.5553 -0.06 0.49 -0.03
C 2.2948 1.6790 2.2738 0.13 -0.30 0.10
O 2.1041 3.0218 2.2942 -0.01 0.06 0.07
C 1.1417 3.3684 3.3069 -0.26 0.06 0.16
C 0.3405 2.0978 3.5469 0.31 -0.32 -0.11
C 1.3771 1.0083 3.2756 -0.35 0.37 -0.04
H 1.6810 3.6981 4.1998 0.06 -0.05 -0.01
H 0.5191 4.1833 2.9475 0.11 0.04 -0.13
H -0.1077 2.0542 4.5378 0.01 0.03 -0.06
H -0.4634 2.0294 2.8141 0.21 0.03 0.15
H 1.9597 0.7546 4.1629 0.06 -0.09 -0.04
H 0.9390 0.1080 2.8518 0.21 -0.14 0.02
O -2.3371 2.8952 3.4445 -0.38 0.02 0.10
C -3.3320 2.4180 3.9048 -0.13 0.28 -0.30
O -3.3881 1.1419 4.3598 0.03 -0.01 0.04
C -4.7312 0.8142 4.7512 -0.15 -0.03 0.07
C -5.4034 2.1522 5.0297 -0.06 0.11 -0.05
C -4.6921 3.0737 4.0412 -0.12 -0.25 0.43
H -5.2071 0.2723 3.9308 0.00 0.02 -0.02
H -4.6959 0.1670 5.6243 0.15 -0.05 -0.04
H -6.4850 2.1222 4.9114 0.01 -0.05 -0.05
H -5.1858 2.4698 6.0508 0.00 -0.03 0.01
H -5.1772 3.0797 3.0631 0.04 0.11 -0.03
H -4.5932 4.0894 4.4120 0.07 0.09 -0.24
O -1.1762 5.7443 1.0460 -0.06 -0.12 0.08
C -0.6461 5.0536 0.2225 0.14 0.27 -0.03
O -0.0523 3.8799 0.5228 -0.16 0.07 -0.08
C 0.5966 3.3316 -0.6449 0.19 -0.13 -0.20
C -0.1101 3.9772 -1.8273 -0.13 0.22 -0.05
C -0.4893 5.3439 -1.2586 0.00 -0.46 -0.18
H 1.6566 3.5849 -0.5974 -0.01 0.01 0.06
H 0.4947 2.2487 -0.6355 0.03 0.06 0.15
H 0.5074 4.0197 -2.7219 0.08 0.00 0.04
H -1.0122 3.4144 -2.0706 0.20 0.10 -0.03
H 0.3097 6.0764 -1.3841 -0.06 0.09 0.04
H -1.4162 5.7320 -1.6721 0.04 0.22 0.08
O -2.1934 1.4094 -8.3416 -0.14 0.00 0.07
C -1.9660 0.6426 -7.4478 0.24 0.13 -0.15
O -2.5557 0.7345 -6.2378 -0.06 -0.09 -0.03
C -2.0045 -0.2591 -5.3378 0.08 -0.10 -0.03
C -1.4285 -1.3346 -6.2437 0.09 -0.07 -0.11
C -0.9906 -0.5192 -7.4585 -0.29 -0.30 0.26
H -1.2428 0.2106 -4.7225 0.00 0.04 0.01
H -2.7945 -0.6335 -4.6928 -0.09 0.16 -0.01
H -0.6300 -1.9025 -5.7713 0.01 0.08 0.07
H -2.2129 -2.0354 -6.5370 0.00 0.01 0.02
H 0.0200 -0.1247 -7.3445 0.01 0.02 -0.07
H -1.0697 -1.0746 -8.3889 0.13 0.17 -0.12
O -7.0455 5.3823 1.3334 -0.04 -0.19 0.05
C -6.7756 4.7532 0.3535 0.11 0.38 0.05
O -6.2893 3.4882 0.4069 -0.02 -0.10 -0.01
C -5.9608 3.0262 -0.9160 -0.04 -0.04 -0.17
C -6.7909 3.8866 -1.8577 -0.03 0.15 -0.05
C -6.8702 5.2055 -1.0906 -0.13 -0.45 -0.19
H -4.8893 3.1581 -1.0710 0.01 0.04 -0.01
H -6.2005 1.9689 -0.9951 0.00 -0.02 0.18
H -6.3577 3.9723 -2.8520 0.07 -0.02 0.03
H -7.7906 3.4621 -1.9619 0.01 -0.02 0.00
H -6.0226 5.8577 -1.3050 -0.03 0.07 0.04
H -7.8008 5.7377 -1.2641 0.08 0.19 0.10
```
Positions in Å, forces in eV/Å.

Values from the calculation:
Total charge ... -1
E_tot ... -3225.72216 a.u.
Relative energy (zero: lowest compared OMol25 entry of this formula, charge and spin) ... 11.1 kcal per mole
HOMO energy ... -4.77 eV
Kohn-Sham gap ... 6.534 eV

Q: Among the records above, which one has the highest relative energy (zero: lowest compared OMol25 entry of this formula, charge and spin)?
A: C32H53AlNO17S

Q: Which formula does entry 2 have?
A: C32H53AlNO17S

Q: Which value of E_tot does entry 1 give?
A: -3834.47628 a.u.